Formula: C5H15N4O2Pt
Source: the OMol25 dataset
Level of theory: ωB97M-V with the def2-TZVPD basis set

XYZ file:
```
27
Properties=species:S:1:pos:R:3:forces:R:3
Pt 1.2698 0.7021 0.2124 -0.8 0.0 -0.1
O 1.5782 1.8776 1.7281 -0.2 0.0 0.3
O 0.8482 3.6292 2.9022 -0.1 0.0 0.1
N 0.0822 -0.4497 1.5503 0.5 -0.3 0.1
N 1.1718 -0.5521 -1.4587 0.0 0.1 -0.1
N -0.1575 3.1705 0.9305 -0.2 0.0 -0.1
N 0.0401 2.6547 -0.3703 0.6 0.1 -0.2
C -0.1913 -0.9053 -1.9552 0.0 -0.1 0.1
C -0.6451 -2.2424 -1.3799 0.0 0.0 0.0
C 0.7957 2.9239 1.9362 0.2 0.1 -0.2
C -0.4096 -2.4196 0.1228 0.0 0.0 -0.1
C -0.9900 -1.3092 0.9936 -0.1 0.1 0.0
H -1.6568 -0.6650 0.4198 0.0 0.0 0.0
H -0.3083 0.2643 2.1611 0.0 0.0 0.0
H -1.7067 -2.3533 -1.6088 0.0 0.0 0.0
H -0.1351 -3.0529 -1.9061 0.0 0.0 0.0
H 0.5551 3.2945 -0.9709 -0.1 0.2 0.1
H -0.8635 2.4806 -0.7912 0.0 -0.2 0.0
H -0.5756 4.0888 0.9861 0.1 0.0 0.0
H -0.1886 -0.9623 -3.0432 0.0 0.0 0.0
H -1.5735 -1.7196 1.8185 0.0 0.0 0.0
H 1.6860 -1.4152 -1.2960 0.0 0.0 0.0
H 0.7065 -1.0027 2.1327 -0.1 0.0 0.1
H -0.8576 -0.0915 -1.6708 0.0 0.0 0.0
H -0.8223 -3.3820 0.4220 0.0 0.0 0.0
H 1.6843 -0.0724 -2.1947 0.0 0.0 -0.1
H 0.6636 -2.4908 0.3295 0.0 -0.1 0.0
```
Forces are in eV/Å.

Values from the calculation:
Energy relative to the best compared isomer or geometry (same formula, charge and spin) ... 180.54 kJ/mol
Charge ... +1
M ... 358.28 g mol⁻¹
Largest force on an atom ... 0.8 eV/Å